# 1
The following is a quantum chemistry calculation of a molecular structure, C30H46AsN3O3RuSi3, from the OMol25 dataset.

Geometry (Å):
Ru  -0.81  0.23  -1.12
O  0.74  -0.96  -2.07
C  1.01  -1.65  -3.10
C  2.21  -2.43  -3.13
C  2.54  -3.21  -4.21
C  1.69  -3.28  -5.32
C  0.53  -2.54  -5.34
C  0.18  -1.71  -4.27
C  -0.98  -0.88  -4.40
N  -1.38  0.00  -3.56
C  -2.50  0.82  -3.92
C  -3.37  1.08  -2.69
N  -2.58  1.74  -1.68
C  -2.63  3.03  -1.66
C  -1.94  3.90  -0.75
C  -2.03  5.29  -0.93
C  -1.41  6.16  -0.07
C  -0.67  5.67  1.00
C  -0.56  4.30  1.20
C  -1.19  3.41  0.35
O  -1.20  2.09  0.56
H  2.85  -2.38  -2.27
H  3.46  -3.76  -4.21
H  1.95  -3.90  -6.17
H  -0.12  -2.58  -6.19
H  -1.52  -1.00  -5.35
H  -3.10  0.37  -4.73
H  -2.11  1.78  -4.29
H  -3.74  0.13  -2.30
H  -4.23  1.70  -3.00
H  -3.26  3.55  -2.38
H  -2.59  5.66  -1.77
H  -1.50  7.22  -0.22
H  -0.19  6.35  1.68
H  0.02  3.91  2.03
C  -2.25  0.92  3.85
Si  -0.38  1.30  3.67
C  0.00  2.97  4.53
C  0.62  -0.10  4.52
As  0.08  0.94  1.29
Si  2.22  1.85  0.67
C  3.29  1.67  2.25
C  2.21  3.57  -0.16
C  2.84  0.62  -0.65
Si  -1.58  -2.85  0.80
C  -2.01  -4.18  -0.48
C  -1.40  -3.54  2.56
C  -2.67  -1.32  0.50
H  -2.66  1.31  4.78
H  -2.45  -0.15  3.84
H  -2.82  1.38  3.04
H  0.02  2.83  5.61
H  -0.77  3.71  4.33
H  0.96  3.40  4.25
H  0.45  -0.11  5.59
H  1.69  0.03  4.36
H  0.33  -1.07  4.13
H  2.88  2.21  3.10
H  4.29  2.04  2.07
H  3.37  0.62  2.52
H  2.09  4.39  0.53
H  1.41  3.63  -0.90
H  3.15  3.72  -0.69
H  2.75  -0.41  -0.31
H  3.87  0.79  -0.94
H  2.23  0.72  -1.55
H  -1.39  -5.07  -0.36
H  -1.89  -3.82  -1.49
H  -3.04  -4.50  -0.37
H  -0.36  -3.76  2.79
H  -1.95  -4.47  2.65
H  -1.78  -2.88  3.33
H  -2.41  -0.94  -0.53
H  -2.50  -0.53  1.23
H  -3.73  -1.56  0.49
O  -0.13  -2.08  0.38
N  1.11  -2.68  0.48
C  1.43  -3.74  -0.34
C  2.51  -4.51  -0.06
C  3.28  -4.28  1.09
C  2.94  -3.20  1.91
C  1.86  -2.41  1.61
H  0.81  -3.86  -1.21
H  2.78  -5.30  -0.75
H  4.11  -4.93  1.34
H  3.53  -2.96  2.78
H  1.55  -1.55  2.17

Output
Frontier orbital gap (spin up / spin down) ... 5.06 / 4.71 eV
HOMO energy (spin up / spin down) ... -9.0 / -8.6 eV
Charge ... +1
Spin multiplicity ... 2
LUMO level (spin up / spin down) ... -3.92 / -3.92 eV

In the Mulliken picture, each atom carries the following charge in e: number 1, Ru, carries 0.19; number 2, O, carries 0.25; number 3, C, carries -0.08; number 4, C, carries -0.30; number 5, C, carries -0.85; number 6, C, carries -0.88; number 7, C, carries -0.63; number 8, C, carries 0.32; number 9, C, carries -0.55; number 10, N, carries 0.18; number 11, C, carries -0.65; number 12, C, carries -1.12; number 13, N, carries 0.24; number 14, C, carries -0.37; number 15, C, carries 0.50; number 16, C, carries -0.91; number 17, C, carries -0.75; number 18, C, carries -0.88; number 19, C, carries -0.32; number 20, C, carries 0.41; number 21, O, carries -0.45; number 22, H, carries 0.65; number 23, H, carries 0.46; number 24, H, carries 0.40; number 25, H, carries 0.39; number 26, H, carries 0.23; number 27, H, carries 0.46; number 28, H, carries 0.25; number 29, H, carries 0.18; number 30, H, carries 0.55; number 31, H, carries 0.31; number 32, H, carries 0.43; number 33, H, carries 0.42; number 34, H, carries 0.48; number 35, H, carries 0.56; number 36, C, carries -1.20; number 37, Si, carries 0.56; number 38, C, carries -1.20; number 39, C, carries -1.01; number 40, As, carries 0.16; number 41, Si, carries 0.26; number 42, C, carries -0.99; number 43, C, carries -1.11; number 44, C, carries -0.81; number 45, Si, carries 0.91; number 46, C, carries -1.27; number 47, C, carries -1.27; number 48, C, carries -0.35; number 49, H, carries 0.44; number 50, H, carries 0.23; number 51, H, carries 0.34; number 52, H, carries 0.42; number 53, H, carries 0.35; number 54, H, carries 0.38; number 55, H, carries 0.50; number 56, H, carries 0.30; number 57, H, carries 0.16; number 58, H, carries 0.26; number 59, H, carries 0.44; number 60, H, carries 0.21; number 61, H, carries 0.33; number 62, H, carries 0.31; number 63, H, carries 0.46; number 64, H, carries 0.02; number 65, H, carries 0.65; number 66, H, carries 0.08; number 67, H, carries 0.38; number 68, H, carries 0.29; number 69, H, carries 0.45; number 70, H, carries 0.33; number 71, H, carries 0.41; number 72, H, carries 0.31; number 73, H, carries -0.25; number 74, H, carries 0.00; number 75, H, carries 0.61; number 76, O, carries 0.85; number 77, N, carries 0.43; number 78, C, carries -0.39; number 79, C, carries -1.17; number 80, C, carries -0.44; number 81, C, carries -1.03; number 82, C, carries -0.08; number 83, H, carries 0.72; number 84, H, carries 0.51; number 85, H, carries 0.46; number 86, H, carries 0.55; number 87, H, carries 0.41

# 2
The following is a quantum chemistry calculation of 2 unconnected molecules or ions with the total composition C4H2S2, from the OMol25 dataset.

Geometry (Å):
S  -0.55  -1.17  -2.94
C  0.24  -1.50  -1.61
C  0.81  -1.60  -0.50
S  1.67  -1.67  0.82
C  -0.59  1.18  0.58
C  -0.39  1.79  1.59
H  -0.51  0.42  -0.24
H  -0.68  2.54  2.29

Output
Frontier orbital gap (spin up / spin down) ... 6.01 / 5.98 eV
HOMO energy (spin up / spin down) ... -8.6 / -8.6 eV
ΔE to the lowest compared entry with this formula, charge and spin ... 58.3 kcal/mol
Charge ... 0
SMILES ... S=C=C=S.C#C
LUMO level (spin up / spin down) ... -2.60 / -2.62 eV

In the natural (NBO) picture, each atom carries the following charge in e: number 1, S, carries 0.25; number 2, C, carries -0.26; number 3, C, carries -0.27; number 4, S, carries 0.29; number 5, C, carries -0.23; number 6, C, carries -0.25; number 7, H, carries 0.24; number 8, H, carries 0.23

# 3
The following is a quantum chemistry calculation of 8 unconnected molecules or ions with the total composition C39H61N8O4PSSi2, from the OMol25 dataset.

Geometry (Å):
C  -4.80  0.11  1.38
C  -4.27  0.43  0.00
O  -3.82  -0.38  -0.75
O  -4.39  1.73  -0.41
C  -4.14  2.79  0.53
Si  -2.74  3.92  -0.07
C  -1.63  4.36  1.39
C  -0.36  3.50  1.45
O  -0.68  2.16  1.80
Si  -0.79  1.59  3.35
C  0.77  1.94  4.33
C  -2.24  2.33  4.29
C  -1.07  -0.23  3.16
C  -1.88  3.22  -1.56
C  -1.41  1.76  -1.37
C  0.00  1.53  -1.89
N  0.23  1.90  -3.22
O  0.87  1.05  -1.21
P  -3.81  5.80  -0.74
S  -5.11  5.46  -2.16
H  -3.98  0.17  2.11
H  -5.16  -0.91  1.37
H  -5.57  0.80  1.70
H  -5.06  3.38  0.64
H  -3.88  2.41  1.52
H  -1.35  5.41  1.33
H  -2.21  4.24  2.31
H  0.38  3.93  2.13
H  0.12  3.46  0.47
H  1.65  2.09  3.70
H  0.96  1.06  4.95
H  0.66  2.79  5.00
H  -2.02  3.32  4.70
H  -2.44  1.68  5.14
H  -3.15  2.39  3.69
H  -0.25  -0.67  2.59
H  -2.00  -0.42  2.63
H  -1.12  -0.70  4.15
H  -1.04  3.86  -1.86
H  -2.61  3.29  -2.37
H  -2.09  1.08  -1.90
H  -1.40  1.43  -0.33
H  -0.62  2.15  -3.71
H  0.94  2.61  -3.34
H  -2.83  6.78  -1.02
H  -4.36  6.33  0.45
C  -3.82  2.81  -7.68
C  -2.40  2.82  -7.64
C  -2.03  2.99  -6.33
N  -3.17  3.09  -5.58
C  -4.26  2.98  -6.39
H  -4.44  2.69  -8.55
H  -1.72  2.71  -8.47
H  -1.05  3.06  -5.89
H  -3.21  3.24  -4.59
H  -5.26  3.03  -5.99
C  -3.65  -4.56  5.08
C  -3.63  -3.26  4.50
C  -3.39  -2.36  5.50
N  -3.26  -3.07  6.67
C  -3.42  -4.41  6.42
H  -3.81  -5.50  4.58
H  -3.78  -3.01  3.46
H  -3.29  -1.29  5.49
H  -3.04  -2.66  7.56
H  -3.35  -5.13  7.21
C  5.32  -0.11  -3.50
C  5.46  -0.84  -2.29
C  4.34  -0.59  -1.54
N  3.53  0.24  -2.25
C  4.11  0.54  -3.45
H  6.02  -0.06  -4.32
H  6.29  -1.46  -2.00
H  4.05  -0.95  -0.57
H  2.63  0.59  -1.93
H  3.62  1.18  -4.16
C  -4.94  -4.46  11.56
C  -6.29  -4.13  11.28
C  -6.31  -3.51  10.05
N  -5.03  -3.47  9.58
C  -4.18  -4.04  10.49
H  -4.56  -4.96  12.44
H  -7.15  -4.31  11.90
H  -7.13  -3.11  9.48
H  -4.75  -3.07  8.70
H  -3.12  -4.11  10.31
C  6.10  -2.75  -8.24
C  7.47  -2.40  -8.09
C  7.67  -2.12  -6.76
N  6.48  -2.28  -6.11
C  5.52  -2.66  -7.00
H  5.59  -3.02  -9.15
H  8.21  -2.36  -8.86
H  8.56  -1.81  -6.23
H  6.33  -2.13  -5.13
H  4.50  -2.84  -6.68
C  9.02  2.50  -5.64
C  8.88  1.33  -6.44
C  10.08  1.10  -7.04
N  10.95  2.09  -6.64
C  10.31  2.94  -5.79
H  8.27  2.96  -5.02
H  7.99  0.73  -6.55
H  10.40  0.33  -7.72
H  11.90  2.17  -6.94
H  10.82  3.79  -5.36
C  0.97  -5.85  2.56
C  0.47  -5.99  1.24
C  -0.84  -5.60  1.26
N  -1.15  -5.24  2.54
C  -0.05  -5.39  3.34
H  1.97  -6.07  2.90
H  1.02  -6.33  0.37
H  -1.57  -5.55  0.47
H  -2.05  -4.91  2.85
H  -0.10  -5.15  4.39

Output
Frontier orbital gap ... 7.89 eV
HOMO energy ... -7.9 eV
Charge ... 0
SMILES ... CC(=O)OC[Si@@](CCO[Si](C)(C)C)(CCC(N)=O)[PH2]=S.c1cc[nH]c1.c1cc[nH]c1.c1cc[nH]c1.c1cc[nH]c1.c1cc[nH]c1.c1cc[nH]c1.c1cc[nH]c1
LUMO level ... -0.01 eV

Results of the Mulliken charge analysis, in e, for atoms 1 through 99: number 1, C, carries -0.85; number 2, C, carries 0.80; number 3, O, carries -0.54; number 4, O, carries -0.29; number 5, C, carries 0.11; number 6, Si, carries -0.32; number 7, C, carries -0.62; number 8, C, carries -0.82; number 9, O, carries -0.14; number 10, Si, carries 0.71; number 11, C, carries -1.35; number 12, C, carries -1.20; number 13, C, carries -0.75; number 14, C, carries 0.15; number 15, C, carries 0.16; number 16, C, carries -0.06; number 17, N, carries -0.40; number 18, O, carries -0.72; number 19, P, carries 0.02; number 20, S, carries -0.36; number 21, H, carries -0.07; number 22, H, carries 0.34; number 23, H, carries 0.44; number 24, H, carries 0.52; number 25, H, carries -0.35; number 26, H, carries 0.57; number 27, H, carries 0.28; number 28, H, carries 0.47; number 29, H, carries 0.24; number 30, H, carries 0.33; number 31, H, carries 0.37; number 32, H, carries 0.35; number 33, H, carries 0.37; number 34, H, carries 0.41; number 35, H, carries 0.25; number 36, H, carries 0.38; number 37, H, carries -0.04; number 38, H, carries 0.30; number 39, H, carries 0.76; number 40, H, carries -0.65; number 41, H, carries 0.59; number 42, H, carries -0.20; number 43, H, carries 0.15; number 44, H, carries 0.25; number 45, H, carries 0.10; number 46, H, carries 0.09; number 47, C, carries -0.55; number 48, C, carries -0.61; number 49, C, carries -0.26; number 50, N, carries 0.08; number 51, C, carries -0.40; number 52, H, carries 0.39; number 53, H, carries 0.39; number 54, H, carries 0.33; number 55, H, carries 0.27; number 56, H, carries 0.37; number 57, C, carries -0.80; number 58, C, carries -0.17; number 59, C, carries -0.82; number 60, N, carries -0.05; number 61, C, carries -0.56; number 62, H, carries 0.51; number 63, H, carries 0.58; number 64, H, carries 0.59; number 65, H, carries 0.31; number 66, H, carries 0.44; number 67, C, carries -0.44; number 68, C, carries -0.75; number 69, C, carries -0.34; number 70, N, carries 0.26; number 71, C, carries -0.69; number 72, H, carries 0.66; number 73, H, carries 0.39; number 74, H, carries 0.39; number 75, H, carries 0.36; number 76, H, carries 0.38; number 77, C, carries -0.58; number 78, C, carries -0.38; number 79, C, carries -0.54; number 80, N, carries 0.10; number 81, C, carries -0.23; number 82, H, carries 0.39; number 83, H, carries 0.39; number 84, H, carries 0.36; number 85, H, carries 0.15; number 86, H, carries 0.34; number 87, C, carries -0.54; number 88, C, carries -0.36; number 89, C, carries -0.65; number 90, N, carries 0.04; number 91, C, carries -0.45; number 92, H, carries 0.39; number 93, H, carries 0.40; number 94, H, carries 0.50; number 95, H, carries 0.26; number 96, H, carries 0.39; number 97, C, carries -0.67; number 98, C, carries -0.09; number 99, C, carries -0.66

Looking at maximum force for the records above, in order, we have 0.0661, 0.0640, 0.0102 hartree/bohr.
Looking at DFT total energy for the records above, in order, we have -4759.6153, -949.8111, -3580.2545 a.u..